# 1
# CH3ClNO2S

A cluster of 2 separate species, CH3ClNO2S in total at a distorted geometry (ωB97M-V with the def2-TZVPD basis set, OMol25).

- charge = -1
- LUMO (alpha / beta) (eV) = 3.432 / 3.432
- ΔE to the lowest compared entry with this formula, charge and spin (kcal/mol) = 59.4
- orbital gap (alpha / beta) (eV) = 7.669 / 7.678

Geometry (Å):
C 0.651 -1.391 -0.008
N 0.298 -0.342 -0.586
O -0.445 0.532 1.590
O 0.877 2.581 -0.377
S -0.773 0.776 0.219
Cl -2.648 -0.688 0.076
H 1.238 -2.045 -0.598
H 0.106 -1.600 0.956
H 0.696 2.177 -1.273

=====

# 2
# C17H22CoN6Se2

A structure of composition C17H22CoN6Se2 (ωB97M-V with the def2-TZVPD basis set, OMol25).

- charge = +2
- LUMO (alpha / beta) (eV) = -5.926 / -5.895
- multiplicity = 2
- ΔE to the lowest compared entry with this formula, charge and spin (kcal/mol) = 6.4
- ⟨S²⟩ = 0.762
- orbital gap (alpha / beta) (eV) = 8.172 / 8.186

Geometry (Å):
Co -0.362 0.812 0.252
N -2.076 0.261 -3.334
C -3.130 -0.339 -2.686
C -2.836 -0.293 -1.358
N -1.626 0.333 -1.193
C -1.190 0.648 -2.403
C 0.130 1.246 -2.460
N 0.757 1.381 -1.299
C 2.003 1.880 -1.582
C 2.126 2.028 -2.929
N 0.926 1.629 -3.470
H -2.001 0.379 -4.332
H -3.975 -0.739 -3.219
H -3.405 -0.683 -0.532
H 2.729 2.100 -0.819
H 2.934 2.394 -3.538
H 0.699 1.645 -4.452
C 1.890 0.644 2.962
Se 1.065 1.966 1.808
C -0.238 2.712 3.052
C -1.309 1.714 3.433
Se -2.150 0.873 1.881
C -3.157 2.414 1.247
H 2.466 1.171 3.718
H 2.554 0.056 2.333
H 1.153 -0.007 3.421
H -0.654 3.580 2.540
H 0.304 3.079 3.923
H -2.103 2.171 4.023
H -0.903 0.895 4.026
H -3.880 2.680 2.014
H -3.680 2.107 0.345
H -2.499 3.249 1.026
N 0.399 -3.152 1.608
C -0.063 -1.891 1.672
N 0.270 -1.165 0.629
C 1.007 -2.027 -0.193
C 1.627 -1.817 -1.427
C 2.294 -2.878 -1.998
C 2.360 -4.133 -1.371
C 1.764 -4.358 -0.150
C 1.092 -3.281 0.419
H 0.243 -3.869 2.297
H -0.666 -1.554 2.501
H 1.606 -0.853 -1.912
H 2.790 -2.747 -2.951
H 2.896 -4.937 -1.857
H 1.818 -5.321 0.338

=====

# 3
# C6H6N3O4P

The ion C6H6N3O4P with charge -2 at a distorted geometry (ωB97M-V with the def2-TZVPD basis set, OMol25).

- charge = -2
- LUMO (eV) = 6.010
- ΔE to the lowest compared entry with this formula, charge and spin (kcal/mol) = 12.8
- orbital gap (eV) = 6.095

Geometry (Å):
C -0.127 1.506 -0.170
C 0.287 0.085 0.151
C -1.439 1.749 -0.503
C -2.213 -0.441 -0.303
C -0.846 -1.970 0.952
C 1.853 -1.594 -0.648
N -2.399 0.821 -0.682
N -0.922 -0.838 0.336
N -1.767 3.164 -0.438
O 3.628 -3.143 0.789
O 2.906 -1.025 1.989
O -3.097 -1.311 -0.313
O 1.167 -0.489 -0.894
P 3.007 -1.796 0.678
H 0.475 2.390 0.153
H 1.004 0.087 0.996
H 0.189 -2.142 1.374
H 2.308 -2.047 -1.535
H -1.255 3.648 -1.377
H -2.758 3.345 -0.554

=====

# 4
# C3H3NO2

An isolated molecule of C3H3NO2 at a distorted geometry (ωB97M-V with the def2-TZVPD basis set, OMol25).

- LUMO (eV) = 0.184
- ΔE to the lowest compared entry with this formula, charge and spin (kcal/mol) = 69.1
- orbital gap (eV) = 9.916

Geometry (Å):
N -1.165 -0.557 1.337
C -0.445 0.437 0.803
O -0.336 1.526 1.330
C 0.314 0.121 -0.362
C 1.147 0.342 -1.211
O 2.042 0.238 -2.188
H -1.530 -1.281 0.692
H -1.727 -0.244 2.240
H 1.700 -0.582 -2.641

=====

# 5
# C3H14N2O3

A cluster of 4 separate species, C3H14N2O3 in total at a distorted geometry (ωB97M-V with the def2-TZVPD basis set, OMol25).

- LUMO (eV) = 0.048
- ΔE to the lowest compared entry with this formula, charge and spin (kcal/mol) = 36.5
- orbital gap (eV) = 9.204

Geometry (Å):
C 1.543 0.980 1.575
C 0.369 1.730 2.208
N -0.489 2.433 1.252
C -1.339 1.844 0.510
N -1.547 0.407 0.477
H 1.329 0.790 0.500
H 1.708 -0.047 1.986
H 2.499 1.343 1.700
H 0.758 2.534 2.945
H -0.234 1.079 2.824
H -1.930 2.279 -0.239
H -2.251 -0.032 -0.087
H -0.824 -0.228 0.914
O 0.065 -3.676 -3.400
H -0.664 -3.125 -3.033
H 0.270 -4.157 -2.592
O -0.288 -2.530 1.067
H 0.508 -2.576 0.571
H -0.062 -2.373 2.040
O 0.167 0.913 -4.095
H 0.494 0.603 -3.238
H -0.083 1.807 -3.883

=====

# 6
# C2HN5O

An isolated molecule of C2HN5O at a distorted geometry (ωB97M-V with the def2-TZVPD basis set, OMol25).

- LUMO (eV) = -1.352
- ΔE to the lowest compared entry with this formula, charge and spin (kcal/mol) = 66.1
- orbital gap (eV) = 8.140

Geometry (Å):
O 1.467 1.807 -0.231
C 0.447 1.231 -0.126
N -0.219 0.529 -1.159
C -0.349 -0.717 -0.875
N 0.296 -1.483 0.124
N 0.143 -1.223 1.297
N -0.670 0.059 1.573
N -0.430 1.141 1.067
H -0.685 -1.344 -1.667

=====

| no. | calculated total energy (Ha) |
| --- | --- |
| 1 | -1103.481711 |
| 2 | -7174.751894 |
| 3 | -1038.737309 |
| 4 | -321.267493 |
| 5 | -457.880995 |
| 6 | -425.672612 |